22
Properties=species:S:1:pos:R:3 method="wB97M-V/def2-TZVPD" total_charge=+1 smiles=[NH3+][C@@H](CO)CCCO e_above_lowest_ev=1.706 homo_energy_ev=-14.574 lumo_ev=-3.11
C 1.3256 1.4507 1.1326
O 0.5667 2.6540 1.1263
C 0.3601 0.4410 0.4790
C 1.1247 -0.7048 -0.1072
C 0.2859 -1.7133 -0.8584
C -0.6674 -1.2054 -1.9699
O -1.9084 -1.0678 -1.2519
N -0.8397 0.0854 1.2922
H 1.5575 1.1338 2.1716
H 2.2255 1.4438 0.4857
H 1.0725 3.3609 1.5623
H -0.0881 0.9961 -0.4029
H 1.8374 -1.2222 0.5458
H 1.8682 -0.3717 -0.8684
H 0.9541 -2.5250 -1.1504
H -0.4680 -2.1636 -0.1997
H -0.9029 -1.9510 -2.7444
H -0.2852 -0.2552 -2.4620
H -2.5724 -0.7620 -1.8831
H -1.5784 -0.0922 0.5981
H -1.1420 0.6726 2.0723
H -0.6822 -0.8249 1.7685